Density functional theory data (ωB97M-V with the def2-TZVPD basis set) for the ion C5H9N6O with charge +1 at a distorted geometry.

Geometry as XYZ:
```
21
C5H9N6O | the Open Molecules 2025 dataset | ωB97M-V with the def2-TZVPD basis set
C -1.030 1.103 1.699
C 1.218 -2.033 0.253
C 1.850 0.226 0.147
C 0.426 0.699 0.015
C -0.524 -0.472 0.250
N -1.284 -0.107 1.426
N -0.089 1.618 0.909
N 2.073 -1.129 -0.083
N -0.028 -1.800 0.434
N 0.465 0.920 -1.406
N -1.521 -0.488 -1.036
O 2.785 0.875 0.516
H -1.472 1.739 2.538
H 1.668 -3.035 0.494
H 0.230 2.579 0.957
H 2.941 -1.367 -0.386
H -0.636 -2.411 0.803
H -0.452 0.601 -1.714
H 0.492 1.987 -1.643
H -2.385 -0.093 -0.597
H -1.837 -1.467 -1.226
```

The electronic energy comes out at -599.4304 hartree. Its LUMO energy is -4.11 eV. The calculation puts the energy above the lowest of the compared OMol25 structures with the same formula, charge and spin at 56.2 kJ/mol. As for the net charge: +1. The highest occupied orbital energy is -0.4880 Eh. For the gap between HOMO and LUMO, the calculation gives 9.170 eV.


Density functional theory data (ωB97M-V with the def2-TZVPD basis set) for the molecule C3H7N3O.

Geometry as XYZ:
```
14
C3H7N3O | the Open Molecules 2025 dataset | ωB97M-V with the def2-TZVPD basis set
C -1.084 1.321 0.240
N -0.069 0.258 0.318
C -0.638 -1.240 0.575
O -1.411 -1.393 1.493
N -0.007 -1.817 -0.390
C 0.751 0.027 -0.897
N 2.002 0.151 -0.761
H -1.779 1.081 -0.568
H -0.600 2.283 0.057
H -1.638 1.361 1.180
H 0.615 0.467 1.048
H -0.020 -2.816 -0.485
H 0.147 0.037 -1.802
H 2.463 0.151 -1.666
```

The electronic energy comes out at -357.9655 hartree. Its LUMO energy is 0.78 eV. The calculation puts the energy above the lowest of the compared OMol25 structures with the same formula, charge and spin at 221.5 kJ/mol. The highest occupied orbital energy is -0.3374 Eh. For the gap between HOMO and LUMO, the calculation gives 9.961 eV.